(1)
Entry from the Open Molecules 2025 dataset: one molecule with the formula C3H6OS in a non-equilibrium geometry (the ωB97M-V functional and the def2-TZVPD basis).

Structure (ORCA input):
```
! wB97M-V def2-TZVPD RIJCOSX def2/J DEFGRID3
* xyz 0 1
C -1.70 -0.08 0.03
C 0.77 0.40 -0.15
H 3.00 0.31 -0.88
C -0.29 -0.47 0.43
H 0.59 1.43 -0.90
H -2.06 0.64 -0.92
S 2.10 -0.71 -0.05
H 0.29 -0.99 1.45
O -1.06 -1.25 -0.51
H 0.83 1.09 0.83
H -2.47 -0.37 0.67
*
```

Calculated total energy (eV): -16085.9574
Maximum force (eV/Å): 5.9

=====

(2)
Entry from the Open Molecules 2025 dataset: a 2-piece molecular cluster, C3H6OS overall in a non-equilibrium geometry (the ωB97M-V functional and the def2-TZVPD basis).

Structure (ORCA input):
```
! wB97M-V def2-TZVPD RIJCOSX def2/J DEFGRID3
* xyz 0 3
H 1.12 -0.02 -1.37
H 1.26 1.66 0.41
S 2.21 -0.38 -0.48
C 1.69 0.70 0.72
H -1.61 1.09 -0.87
H -1.25 -0.62 1.71
O -1.24 -0.85 -0.46
H -3.01 0.37 -0.12
C -1.91 0.32 -0.13
H 1.97 0.40 1.73
C -0.96 -0.20 0.74
*
```

Calculated total energy (eV): -16084.7045
Maximum force (eV/Å): 5.2

=====

(3)
Entry from the Open Molecules 2025 dataset: one molecule with the formula C3H6OS2 in a non-equilibrium geometry (the ωB97M-V functional and the def2-TZVPD basis).

Structure (ORCA input):
```
! wB97M-V def2-TZVPD RIJCOSX def2/J DEFGRID3
* xyz 0 1
O 1.04 -1.38 0.25
H 1.01 0.49 -1.86
H -0.79 -2.18 -1.79
H 0.41 1.59 -0.46
C 0.32 -0.61 1.21
C 0.06 -0.51 -0.27
S 1.13 0.69 2.16
H 0.03 1.59 1.97
C 0.25 0.71 -1.16
H -0.61 0.78 -1.68
H -0.52 -1.23 1.73
S -1.47 -1.53 -0.81
*
```

Calculated total energy (eV): -26924.0944
Maximum force (eV/Å): 4.4

=====

(4)
Entry from the Open Molecules 2025 dataset: one molecule with the formula C3H6OS2 in a non-equilibrium geometry (the ωB97M-V functional and the def2-TZVPD basis).

Structure (ORCA input):
```
! wB97M-V def2-TZVPD RIJCOSX def2/J DEFGRID3
* xyz 0 1
H 1.62 1.70 -1.65
H 1.99 -0.07 -0.15
O 1.67 1.89 -0.71
H -0.27 -0.11 -1.37
C -1.05 -0.94 0.96
C 1.27 0.74 0.01
S -1.55 0.71 0.55
H 1.28 1.04 1.06
C -0.10 0.29 -0.39
S -1.74 -2.38 0.28
H -0.36 -1.09 1.76
H -2.75 -1.78 -0.35
*
```

Calculated total energy (eV): -26923.6086
Maximum force (eV/Å): 3.7

=====

(5)
Entry from the Open Molecules 2025 dataset: one molecule with the formula C3H6OS2 in a non-equilibrium geometry (the ωB97M-V functional and the def2-TZVPD basis).

Structure (ORCA input):
```
! wB97M-V def2-TZVPD RIJCOSX def2/J DEFGRID3
* xyz 0 1
H 0.51 0.39 2.85
O 0.94 0.71 -1.08
S 0.35 -1.33 1.24
C 0.20 0.39 1.81
S -0.76 -2.63 -1.24
H 1.07 1.30 -1.82
H -0.60 -0.08 -2.24
C -0.32 0.08 -1.20
H -1.10 0.70 -0.72
C -0.30 -1.26 -0.54
H -0.83 0.71 1.73
H 0.85 1.03 1.22
*
```

Calculated total energy (eV): -26925.1821
Maximum force (eV/Å): 2.6

=====

(6)
Entry from the Open Molecules 2025 dataset: a 2-piece molecular cluster, C3H6P2 overall in a non-equilibrium geometry (the ωB97M-V functional and the def2-TZVPD basis).

Structure (ORCA input):
```
! wB97M-V def2-TZVPD RIJCOSX def2/J DEFGRID3
* xyz 0 1
H 2.89 0.06 -0.97
H 0.59 -0.24 -1.39
H -0.07 -0.45 1.64
P -3.56 0.95 -0.09
H 2.41 1.05 0.41
P -3.16 -1.00 -0.07
C 0.85 -0.22 -0.34
C -0.04 -0.42 0.58
C 2.31 0.07 -0.05
H 2.72 -0.67 0.63
H -4.94 0.87 -0.35
*
```

Calculated total energy (eV): -21780.8089
Maximum force (eV/Å): 1.1

=====

Q: What is the formula in the third record?
A: C3H6OS2